58
Properties=species:S:1:pos:R:3:mulliken_charge:R:1 method="wB97M-V/def2-TZVPD" lumo_ev="3.766 / 3.723" mol_weight_g_mol=692.71 fmax_ha_per_bohr=0.0822 orbital_gap_ev="2.61 / 4.25" s2=2.059 spin_multiplicity=3 total_charge=-2 de_lowest_kj_mol=78.07
Mo 8.386 10.599 11.143 -0.568
Cl 8.633 10.110 14.786 -0.157
C 7.597 9.111 13.880 -0.219
C 7.330 9.473 12.508 -0.175
C 6.134 8.997 11.938 0.058
Cl 5.444 9.840 10.483 -0.240
C 5.464 7.892 12.403 0.337
Cl 4.170 7.202 11.406 -0.276
C 5.955 7.255 13.538 -0.111
Cl 5.350 5.787 14.107 -0.271
C 6.836 8.001 14.348 0.448
Cl 7.227 7.434 16.086 -0.293
N 9.342 10.595 7.145 -0.032
C 9.410 9.194 7.272 -0.434
C 9.067 8.885 8.585 -0.492
N 8.494 10.087 9.138 -0.059
C 8.699 11.066 8.217 -0.434
H 9.567 11.136 6.346 0.186
H 9.748 8.589 6.426 0.381
H 8.838 7.942 9.038 0.419
H 8.294 12.041 8.215 0.478
C 10.062 10.685 12.025 0.293
C 11.300 10.480 12.211 0.110
C 12.666 10.349 12.265 -0.738
C 13.441 11.413 12.972 0.773
C 12.806 12.353 13.797 -0.558
C 13.537 13.418 14.334 -0.315
C 14.910 13.615 14.003 -0.586
C 15.498 12.741 13.171 -0.534
C 14.796 11.690 12.559 -0.671
C 13.254 9.138 11.594 0.715
C 14.613 8.772 11.825 -0.737
C 15.085 7.596 11.272 -0.544
C 14.227 6.839 10.417 -0.567
C 12.990 7.322 10.044 -0.420
C 12.439 8.394 10.769 -0.383
H 11.764 12.080 14.107 0.325
H 13.098 14.229 15.028 0.220
H 15.485 14.408 14.475 0.318
H 16.484 12.786 12.833 0.409
H 15.349 11.127 11.771 0.474
H 15.114 9.276 12.613 0.632
H 16.069 7.226 11.526 0.366
H 14.552 5.931 9.936 0.328
H 12.426 6.811 9.292 0.385
H 11.423 8.720 10.589 0.039
C 7.911 12.285 11.605 0.070
C 7.683 13.517 12.161 0.305
C 6.374 13.896 12.519 -0.476
C 6.107 15.269 12.863 -0.589
C 7.132 16.179 12.886 -0.200
C 8.486 15.788 12.695 -0.537
C 8.730 14.468 12.419 -0.272
H 5.679 13.096 12.521 0.452
H 5.129 15.624 13.054 0.377
H 6.926 17.249 13.004 0.296
H 9.299 16.577 12.645 0.262
H 9.738 14.095 12.302 0.430

=====

64
Properties=species:S:1:pos:R:3:mulliken_charge:R:1 method="wB97M-V/def2-TZVPD" lumo_ev="-5.913 / -9.479" mol_weight_g_mol=807.29 fmax_ha_per_bohr=0.0160 orbital_gap_ev="5.70 / 2.13" s2=6.041 spin_multiplicity=5 total_charge=+2 de_lowest_kj_mol=0.00
Pd 2.334 -1.113 1.780 -0.228
Cl 5.248 -0.784 2.238 -0.072
C 4.533 -1.274 3.710 1.206
C 3.142 -1.306 3.742 -1.196
C 2.608 -1.711 4.944 1.238
Cl 0.925 -1.842 5.126 -0.069
C 3.435 -2.058 6.093 -0.037
Cl 2.709 -2.546 7.513 -0.053
C 4.834 -1.999 6.009 0.383
Cl 5.808 -2.397 7.348 -0.113
C 5.400 -1.608 4.815 -0.202
Cl 7.067 -1.515 4.633 -0.089
C -7.210 5.233 -5.871 -0.848
O -6.884 5.486 -4.508 -0.453
C -5.922 4.743 -3.938 0.918
C -5.621 5.043 -2.607 -0.571
C -4.639 4.349 -1.944 -0.566
C -3.926 3.333 -2.589 0.174
C -4.246 3.026 -3.905 -0.786
C -5.235 3.718 -4.584 -0.573
C -2.865 2.644 -1.866 0.431
N -2.635 2.737 -0.572 -0.770
C -1.541 1.961 -0.343 0.587
C -1.086 1.376 -1.502 0.123
N -1.950 1.819 -2.473 -0.094
C 0.070 0.548 -1.555 0.500
C 0.593 -0.066 -2.705 -0.316
C 1.749 -0.798 -2.620 -1.097
C 2.377 -0.928 -1.381 -0.190
N 1.892 -0.384 -0.277 -0.520
C 0.749 0.336 -0.338 0.294
C 0.264 0.921 0.896 -0.088
N 0.957 0.668 2.033 -0.374
C 0.579 1.237 3.161 -0.249
C -0.534 2.079 3.245 -1.000
C -1.269 2.322 2.113 -0.326
C -0.867 1.745 0.899 0.734
H -7.973 5.958 -6.132 0.246
H -7.607 4.224 -5.998 0.350
H -6.338 5.372 -6.513 0.351
H -6.180 5.834 -2.124 0.440
H -4.399 4.580 -0.915 0.451
H -3.744 2.215 -4.422 0.238
H -5.474 3.451 -5.603 0.420
H -1.903 1.629 -3.459 0.202
H 0.090 0.046 -3.657 0.453
H 2.179 -1.270 -3.492 0.450
H 3.312 -1.466 -1.285 0.494
H 1.182 1.024 4.035 0.533
H -0.801 2.520 4.195 0.449
H -2.147 2.955 2.127 0.608
C 2.629 -7.372 0.432 -1.221
C 2.822 -5.903 0.610 0.847
C 4.042 -5.274 0.330 -0.915
C 4.151 -3.912 0.543 -0.231
N 3.121 -3.202 0.998 0.209
C 1.991 -3.887 1.232 0.522
S 0.687 -2.883 1.813 -0.040
N 1.791 -5.181 1.064 -0.509
H 3.088 -7.716 -0.494 0.379
H 1.572 -7.618 0.442 0.353
H 3.116 -7.904 1.254 0.305
H 4.882 -5.840 -0.048 0.402
H 5.071 -3.376 0.345 0.505